An isolated molecule of C5H8N2 in a non-equilibrium geometry. Source: OMol25; level of theory: ωB97M-V/def2-TZVPD.

Element x y z (Å)
N -0.219 -3.012 0.247
C -0.071 -1.896 0.513
C 0.058 -0.444 0.821
N -0.685 -0.029 1.999
C -0.355 0.305 -0.429
C 0.577 0.228 -1.600
C 0.373 1.534 -0.881
H 1.121 -0.244 1.007
H -0.381 -0.564 2.808
H -1.673 -0.230 1.872
H -1.421 0.255 -0.644
H 1.519 -0.291 -1.436
H 0.154 0.068 -2.586
H -0.211 2.310 -1.368
H 1.181 1.911 -0.260

Molar mass in g mol⁻¹: 96.1
SMILES: N#C[C@H](N)C1CC1
Electronic energy in eV: -8293.7184
Relative energy (zero: lowest compared OMol25 entry of this formula, charge and spin) in kJ/mol: 123.3
Kohn-Sham gap in Eh: 0.4151

Atomic partial charges in e from the Löwdin method, atoms 1 to 8:
1. N 0.145
2. C -0.178
3. C -0.386
4. N 0.051
5. C -0.290
6. C -0.115
7. C -0.104
8. H 0.150

An isolated molecule of C5H8N2. Source: OMol25; level of theory: ωB97M-V/def2-TZVPD.

Element x y z (Å)
C -2.029 -0.255 -1.379
C -0.610 -0.100 -0.891
C -0.005 -1.304 -0.505
N 0.882 -1.163 0.458
N 0.927 0.160 0.657
C 1.848 0.693 1.629
C 0.092 0.852 -0.159
H -2.154 -0.477 -2.442
H -2.646 0.590 -1.083
H -2.433 -1.127 -0.839
H -0.263 -2.261 -0.938
H 2.818 0.872 1.164
H 1.957 -0.038 2.433
H 1.450 1.624 2.041
H 0.165 1.936 -0.147

Molar mass in g mol⁻¹: 96.1
SMILES: Cc1cnn(C)c1
Electronic energy in eV: -8293.8127
Relative energy (zero: lowest compared OMol25 entry of this formula, charge and spin) in kJ/mol: 114.2
Kohn-Sham gap in Eh: 0.3560

Atomic partial charges in e from the Löwdin method, atoms 1 to 8:
1. C -0.068
2. C -0.262
3. C -0.160
4. N 0.077
5. N -0.238
6. C -0.031
7. C -0.031
8. H 0.070

A structure of composition C5H8N2. Source: OMol25; level of theory: ωB97M-V/def2-TZVPD.

Element x y z (Å)
C -0.836 -0.111 0.929
C 0.299 -0.341 -0.042
C -0.262 0.257 -1.326
C -1.254 1.122 -0.618
N -2.000 2.062 -0.443
C 1.723 -0.245 0.336
N 1.147 -1.517 -0.115
H -1.564 -0.931 0.930
H -0.541 0.145 1.953
H -1.718 1.276 0.561
H -0.783 -0.497 -1.929
H 0.423 0.825 -1.964
H 1.955 -0.118 1.393
H 2.447 0.196 -0.346
H 0.964 -2.124 0.680

Molar mass in g mol⁻¹: 96.1
Electronic energy in eV: -8289.1588
Relative energy (zero: lowest compared OMol25 entry of this formula, charge and spin) in kJ/mol: 563.2
Kohn-Sham gap in Eh: 0.3343

Atomic partial charges in e from the Löwdin method, atoms 1 to 8:
1. C -0.055
2. C -0.544
3. C -0.053
4. C -0.297
5. N 0.147
6. C -0.112
7. N 0.055
8. H 0.078

A structure of composition C5H8N2. Source: OMol25; level of theory: ωB97M-V/def2-TZVPD.

Element x y z (Å)
C 1.914 -0.131 -0.197
C 0.415 -0.196 -0.117
C -0.328 -1.165 0.714
N -0.283 0.244 1.109
C -1.413 0.980 0.550
C -1.119 0.758 -0.920
N -1.301 0.800 -2.117
H 2.361 -0.414 0.765
H 2.258 0.880 -0.442
H 2.297 -0.815 -0.962
H -0.280 0.121 -1.596
H -1.268 -1.578 0.343
H 0.211 -1.820 1.397
H -2.399 0.610 0.857
H -1.342 2.048 0.786

Molar mass in g mol⁻¹: 96.1
Electronic energy in eV: -8288.9569
Relative energy (zero: lowest compared OMol25 entry of this formula, charge and spin) in kJ/mol: 582.7
Kohn-Sham gap in Eh: 0.3451

Atomic partial charges in e from the Löwdin method, atoms 1 to 8:
1. C -0.055
2. C -0.365
3. C -0.118
4. N -0.055
5. C -0.131
6. C -0.290
7. N 0.156
8. H 0.080

An isolated molecule of C5H8N2. Source: OMol25; level of theory: ωB97M-V/def2-TZVPD.

Element x y z (Å)
C 2.463 -0.324 0.146
C 1.035 0.091 -0.042
C 0.495 1.336 0.342
N -0.827 1.357 0.276
N -1.162 0.142 -0.174
C -2.558 -0.237 -0.189
C -0.078 -0.645 -0.392
H 3.151 0.098 -0.595
H 2.574 -1.412 0.140
H 2.793 0.029 1.129
H 1.040 2.208 0.682
H -3.069 0.138 -1.080
H -3.028 0.188 0.700
H -2.637 -1.326 -0.148
H -0.191 -1.645 -0.793

Molar mass in g mol⁻¹: 96.1
SMILES: Cc1cnn(C)c1
Electronic energy in eV: -8294.3552
Relative energy (zero: lowest compared OMol25 entry of this formula, charge and spin) in kJ/mol: 61.9
Kohn-Sham gap in Eh: 0.3608

Atomic partial charges in e from the Löwdin method, atoms 1 to 8:
1. C -0.065
2. C -0.278
3. C -0.132
4. N 0.065
5. N -0.231
6. C -0.028
7. C -0.041
8. H 0.073

An isolated molecule of C5H8N2 in a non-equilibrium geometry. Source: OMol25; level of theory: ωB97M-V/def2-TZVPD.

Element x y z (Å)
C 0.835 0.728 0.028
N -2.285 -0.023 0.265
C -0.361 1.317 -0.463
C -1.164 0.074 -0.556
C 0.693 -1.761 0.030
C 2.076 1.030 0.434
N 0.228 -0.574 -0.063
H -2.843 -0.864 0.209
H -2.172 0.369 1.190
H -0.569 2.285 -0.882
H -1.390 -0.379 -1.530
H 0.058 -2.601 -0.217
H 1.668 -1.928 0.469
H 2.825 0.271 0.593
H 2.400 2.056 0.492

Molar mass in g mol⁻¹: 96.1
Electronic energy in eV: -8290.8751
Relative energy (zero: lowest compared OMol25 entry of this formula, charge and spin) in kJ/mol: 397.6
Kohn-Sham gap (alpha / beta) in Eh: 0.2261 / 0.2261

Atomic partial charges in e from the Löwdin method, atoms 1 to 8:
1. C -0.399
2. N 0.075
3. C -0.016
4. C -0.346
5. C 0.118
6. C -0.023
7. N -0.021
8. H 0.076

A cluster of 2 separate species, C5H8N2 in total. Source: OMol25; level of theory: ωB97M-V/def2-TZVPD.

Element x y z (Å)
N -1.283 -0.977 -1.118
C -1.546 0.416 -1.259
C -0.808 1.425 -0.549
N -1.959 1.260 -0.059
H -2.149 -1.505 -1.168
H -0.857 -1.171 -0.216
H -2.039 0.658 -2.200
H 0.088 1.999 -0.343
C 1.675 -0.402 0.123
C 2.086 0.357 1.085
C 1.054 -0.661 1.470
H 1.672 -0.692 -0.917
H 2.696 1.173 1.441
H 0.026 -0.334 1.666
H 1.346 -1.545 2.043

Molar mass in g mol⁻¹: 96.1
SMILES: N[C@@H]1C=N1.C1=CC1
Electronic energy in eV: -8289.9860
Relative energy (zero: lowest compared OMol25 entry of this formula, charge and spin) in kJ/mol: 483.4
Kohn-Sham gap in Eh: 0.3720

Atomic partial charges in e from the Löwdin method, atoms 1 to 8:
1. N 0.045
2. C -0.389
3. C -0.138
4. N 0.149
5. H 0.074
6. H 0.041
7. H 0.116
8. H 0.101

A structure of composition C5H8N2. Source: OMol25; level of theory: ωB97M-V/def2-TZVPD.

Element x y z (Å)
C 0.439 -1.927 -0.497
N 0.782 -1.329 0.779
C 0.784 0.086 1.000
C -0.268 0.860 0.232
C -0.199 2.012 -0.714
C -1.189 0.037 0.735
N -0.273 -0.730 1.615
H -0.316 -1.375 -1.072
H 0.073 -2.940 -0.306
H 1.359 -1.997 -1.086
H 1.597 0.510 1.586
H -0.597 1.744 -1.700
H 0.835 2.345 -0.849
H -0.780 2.865 -0.344
H -2.249 -0.161 0.620

Molar mass in g mol⁻¹: 96.1
Electronic energy in eV: -8290.7324
Relative energy (zero: lowest compared OMol25 entry of this formula, charge and spin) in kJ/mol: 411.4
Kohn-Sham gap in Eh: 0.3665

Atomic partial charges in e from the Löwdin method, atoms 1 to 8:
1. C -0.091
2. N -0.085
3. C -0.239
4. C -0.227
5. C -0.049
6. C -0.056
7. N 0.034
8. H 0.073